70
Properties=species:S:1:pos:R:3:forces:R:3 method="wB97M-V/def2-TZVPD" homo_energy_ev=-8.604 lumo_ev=-1.9 orbital_gap_ev=6.664 smiles="FC(F)(F)CCc1ccc(I)c2nsnc12.O=C1c2ccccc2C(=O)c2ccccc21.O=C1c2ccccc2C(=O)c2ccccc21"
H -3.9200 4.7319 -2.4091 0.221 -0.178 0.179
C -3.3314 -3.1125 0.9229 -0.364 -0.195 0.007
H 3.3312 3.8208 0.9455 -0.446 -0.006 -0.115
C 1.3070 3.1084 0.7322 0.268 0.193 -0.060
H 1.4335 2.3183 1.4707 -0.169 0.135 -0.226
C -3.4367 1.7709 0.0525 -0.275 0.076 -0.143
O -6.6074 -5.6206 1.6622 -0.090 0.552 -0.466
H 9.2452 -2.0355 0.8740 -1.943 1.796 -0.160
H -9.0202 -6.1293 1.2266 0.143 0.263 -0.139
C -4.7072 -1.9213 -0.6674 0.264 -0.036 0.169
C 11.5379 -0.2525 0.9727 0.266 1.295 -0.189
C -7.0903 -2.5398 -1.0215 -0.161 1.080 -1.001
F 10.8342 -0.2692 -1.5632 3.312 -2.404 3.082
H -11.2363 -5.7052 0.2054 0.173 0.112 -0.033
H 0.8916 5.9409 -1.8878 -0.159 -0.247 0.166
C -3.4815 -2.1000 -0.0243 -0.341 -0.023 -0.113
C -8.2321 -3.4049 -0.6639 -0.611 -0.160 -0.032
H -4.2765 -4.7482 1.9564 -0.206 0.140 -0.230
C 11.7719 -0.8298 -0.5607 1.034 0.068 0.795
H 12.5596 0.2616 1.3077 -2.173 -1.257 -0.989
C 8.8441 0.3789 0.8975 -2.077 -1.916 -0.354
H -3.3102 0.9372 0.7409 0.121 0.258 -0.115
C -0.0778 4.3070 -0.8479 0.600 0.201 0.047
H 11.3378 -1.1037 1.7515 0.206 1.480 -1.895
S 6.1216 3.7399 0.8336 1.576 -4.702 -0.044
H 3.0652 5.6207 -0.7452 -0.164 -0.101 0.024
O -0.8974 1.4459 1.1765 -0.088 0.431 -0.432
C -1.3803 4.5267 -1.5071 -0.123 1.129 -1.015
H -5.8363 3.2711 -1.8377 0.195 -0.037 0.068
C -9.4884 -3.1648 -1.2335 -0.281 -0.181 0.057
C 8.4207 -1.2035 0.8295 -2.182 5.114 0.000
C 7.6516 1.5389 0.8429 -2.475 1.516 0.093
C -2.3547 2.6068 -0.2532 -0.602 -0.166 -0.081
C 10.3993 0.9435 1.0614 -0.726 -0.784 1.087
N 5.0382 2.3311 0.7115 6.846 -2.590 0.312
C -8.0647 -4.4597 0.2325 -0.618 -0.164 -0.081
C -6.7562 -4.6920 0.8774 0.172 -1.121 0.941
C 6.0303 1.1572 0.7267 -0.176 0.406 0.125
C 1.0028 5.1452 -1.1530 0.262 -0.040 0.131
H 10.6360 1.8504 0.3559 -0.637 -1.988 1.217
C -4.4030 -3.9581 1.2179 0.272 0.202 -0.067
C -5.6329 -3.7845 0.5698 0.629 0.201 0.117
C 6.7956 -1.5561 0.7113 -0.683 3.381 0.247
C -10.3961 -5.0580 -0.0365 0.356 0.031 0.093
H -4.8183 -1.1256 -1.4021 -0.136 -0.236 0.149
C 2.2285 4.9665 -0.5100 -0.413 -0.080 -0.080
C -4.8594 3.0784 -1.3997 0.354 0.154 -0.025
C -3.7785 3.9017 -1.7192 -0.276 -0.189 0.061
C -10.5694 -3.9881 -0.9140 0.357 0.148 -0.019
C 0.0771 3.2820 0.0841 0.646 0.177 0.129
H -2.6448 -1.4458 -0.2596 -0.153 -0.099 0.037
H 10.4572 1.3485 2.1830 -0.092 -0.800 -2.462
C -5.7878 -2.7594 -0.3622 0.608 0.180 0.078
O -7.2244 -1.6472 -1.8506 0.079 -0.504 0.514
H -11.5462 -3.7954 -1.3520 0.195 -0.027 0.066
N 7.7603 3.0506 0.9254 -2.934 -4.635 -0.516
C 2.3786 3.9540 0.4373 -0.354 -0.024 0.045
C -4.6861 2.0084 -0.5221 0.335 0.005 0.102
C 5.5980 -0.4324 0.6673 4.951 -0.312 0.315
O -1.5144 5.4193 -2.3363 0.067 -0.555 0.516
H -5.5263 1.3612 -0.2803 0.155 0.095 -0.040
F 11.7292 -2.3219 -0.4527 -0.040 4.537 -1.267
C -1.0462 2.3745 0.3917 0.191 -1.020 0.878
C -9.1466 -5.2955 0.5381 -0.279 0.068 -0.125
C -2.5221 3.6616 -1.1496 -0.616 -0.163 -0.031
H -2.3788 -3.2457 1.4312 -0.193 0.015 -0.091
H 6.4864 -2.6912 0.6989 0.612 2.612 -0.018
I 3.4737 -0.9806 0.5734 2.076 0.517 0.081
H -9.6300 -2.3345 -1.9234 0.218 -0.179 0.178
F 13.1729 -0.4476 -0.9501 -4.504 -1.449 0.547

75
Properties=species:S:1:pos:R:3:forces:R:3 method="wB97M-V/def2-TZVPD" homo_energy_ev=-7.053 lumo_ev=-0.3 orbital_gap_ev=6.795
S -0.5860 0.8898 2.5298 -0.080 0.146 0.024
C -1.8883 -3.3304 4.0260 -0.008 0.026 -0.114
H 4.9647 -4.9593 0.2330 -0.024 0.043 0.000
H -0.3538 3.7040 3.6880 -0.060 0.036 0.029
Br -0.6105 -4.1619 -0.4582 -0.082 -0.248 -0.018
H 3.9126 -1.6579 4.5276 -0.032 0.020 0.029
C -2.1692 2.5171 -4.4563 0.055 0.100 -0.159
Br -4.8487 4.4966 -1.9906 0.016 -0.014 -0.033
C 0.7585 3.1342 -3.1429 0.081 0.055 0.154
H 0.7222 3.9775 -3.8186 0.042 -0.021 0.050
C 0.8694 3.3408 -1.7945 0.009 0.032 -0.086
H 3.9304 -2.6970 0.0089 -0.017 -0.041 0.040
C -1.5185 2.3614 2.4674 -0.050 0.066 -0.011
O 2.9009 -0.6285 0.8611 -0.230 -0.154 0.077
C -1.2514 3.5712 3.0974 0.056 -0.043 -0.029
O -3.5766 0.3605 0.4047 -0.003 0.058 0.037
C -0.2382 -3.2733 5.7747 -0.054 -0.024 0.005
C 1.2366 -4.4879 -0.1957 0.248 0.149 0.038
C 1.0302 -0.8324 -4.5468 0.019 -0.171 0.185
H 0.9939 2.3511 0.1340 0.022 -0.004 -0.030
C 3.3693 -0.9957 2.0056 0.216 -0.022 -0.065
C -1.5034 -3.5774 5.3597 0.021 -0.013 0.072
H -2.8918 -3.5779 3.7027 0.018 0.012 0.022
C -2.7453 5.1538 -3.7866 -0.013 0.065 0.057
H 0.9216 4.3375 -1.3779 -0.049 0.001 -0.030
C -2.7584 0.8480 1.1239 -0.045 -0.112 -0.120
H 0.0731 -3.4637 6.7954 -0.013 0.004 -0.014
C -3.4596 4.1098 -3.2272 -0.051 -0.012 0.071
N 0.3567 2.4178 -6.0940 -0.075 0.431 -0.160
C -1.0091 -2.7838 3.1337 -0.019 0.037 -0.011
N -0.4600 3.3592 -6.0400 0.346 -0.128 -0.422
C 0.8482 0.2037 -5.4493 -0.201 0.401 -0.034
N 2.0111 -3.4156 -0.1393 -0.080 -0.159 -0.042
H 1.1548 -1.8497 -4.8960 0.026 0.032 0.015
C 2.0256 -2.4098 5.2444 0.043 0.029 -0.110
C -3.1938 2.7927 -3.5660 0.037 -0.038 -0.009
H -4.4535 3.0733 0.9281 0.021 0.006 -0.031
H 0.8051 0.0014 -6.5136 0.083 -0.016 0.023
C -2.1685 4.5949 2.9361 0.081 0.044 0.064
H -3.7756 1.9872 -3.1375 0.003 0.029 0.000
H -4.0134 5.2542 2.0537 0.008 -0.020 0.005
C -3.3196 4.4315 2.1629 -0.042 0.009 -0.050
H -1.1736 5.6731 -5.1550 -0.038 -0.006 -0.027
N 1.1753 -1.9069 2.6357 0.075 -0.039 0.128
C 2.8789 -1.8917 4.3178 0.073 -0.022 0.149
O 1.2222 -1.5739 -2.3231 0.047 0.236 0.430
C -1.7354 4.8724 -4.6895 0.178 -0.109 -0.076
O 4.5343 -0.8902 2.3623 -0.218 -0.014 -0.106
C 0.9053 0.7657 -2.7335 -0.051 0.118 -0.167
C 2.4013 -1.6377 3.0136 -0.165 0.132 -0.155
H -2.9882 6.1771 -3.5337 0.020 -0.018 0.010
C 1.6898 -5.7828 -0.0853 0.005 -0.145 -0.027
C 3.3277 -3.5983 -0.0046 -0.044 0.001 0.030
C 0.7263 1.8215 -3.6627 0.111 -0.077 -0.011
C 3.0593 -5.9640 0.0873 -0.083 0.211 -0.030
N 0.9683 0.9982 -1.4007 0.212 0.145 0.061
C 0.9406 2.2288 -0.9440 -0.046 -0.116 0.018
Pb 0.8483 -1.1539 -0.0227 -0.076 0.158 -0.313
C 1.0542 -0.6129 -3.1647 -0.035 -0.099 -0.291
C -1.4138 3.5554 -5.0117 -0.475 -0.172 0.422
C -3.5696 3.2282 1.5324 -0.069 0.005 -0.031
C 0.6240 1.5136 -5.0503 -0.075 -0.427 0.312
H -2.2164 -4.0119 6.0490 0.028 0.014 -0.002
C 0.6953 -2.7128 4.8731 -0.036 -0.008 -0.116
C -2.6578 2.1927 1.6906 0.185 0.072 0.193
O -1.6745 0.0935 1.5482 0.002 -0.195 -0.013
H -1.9875 5.5428 3.4289 -0.006 -0.025 -0.047
H -1.3069 -2.5884 2.1140 0.003 0.025 -0.063
H -1.9634 1.4939 -4.7415 -0.002 -0.007 0.053
H 4.4651 -7.2345 0.3199 0.115 0.039 0.007
H 1.0233 -6.6306 -0.1401 -0.001 0.022 0.020
H 2.3456 -2.6018 6.2620 0.025 0.000 -0.012
C 0.3071 -2.4580 3.5348 0.152 -0.080 0.260
O 3.5103 -7.2241 0.2067 -0.122 -0.137 -0.004
C 3.8931 -4.8493 0.1186 0.089 -0.070 -0.021

78
Properties=species:S:1:pos:R:3:forces:R:3 method="wB97M-V/def2-TZVPD" homo_energy_ev="-3.652 / -3.651" lumo_ev="1.7 / 1.7" orbital_gap_ev="5.322 / 5.323" charge=-1 s_squared=3.75 multiplicity=4
C -3.4590 -1.5297 -0.7168 -0.252 0.318 0.099
N -0.8494 -2.3367 -2.0589 0.105 0.552 0.100
H -0.5310 5.7502 6.4298 0.106 0.058 0.078
N -5.0665 0.1654 -0.2811 -0.258 -0.291 -0.288
C -0.0629 1.9530 3.2704 -0.117 -0.745 -0.634
C -0.7322 -1.3653 2.1564 -0.225 0.010 0.770
H -2.2112 -6.8172 -4.3092 -0.058 -0.203 -0.093
H -5.4775 -1.5001 -1.4454 -0.043 -0.053 -0.051
O 1.4147 -3.0301 -0.4302 0.337 -0.444 0.061
Cl 4.6747 1.0703 -3.6766 0.167 -0.121 -0.008
C 1.1406 3.5584 -3.2543 0.040 -0.047 -0.059
C 3.8527 -1.4278 -2.6708 0.191 0.589 -0.154
C 3.2032 -0.9903 1.3733 0.254 0.205 0.255
C 0.7625 4.0820 -2.0301 -0.002 -0.016 0.126
C -2.2760 1.8508 2.4256 0.212 -1.383 -1.170
H -4.4471 1.6909 0.8925 0.026 0.088 0.073
C 0.3124 0.8821 2.4666 -0.077 0.696 0.496
H -3.1818 -2.4439 -1.2248 -0.004 -0.006 0.001
H 4.0437 -3.8049 -2.3496 -0.194 -0.155 0.168
C 1.0188 3.3782 -0.8640 0.087 -0.103 -0.075
C 1.6660 2.1536 -0.9235 -0.028 0.045 -0.003
C -2.1886 -4.6940 -4.4564 0.053 -0.061 0.102
H 0.2588 5.0345 -1.9849 -0.068 0.118 0.013
C 2.7106 0.8973 3.1941 -0.441 0.046 -0.098
H 0.9266 4.0968 -4.1623 -0.041 0.095 -0.147
C -1.2777 -5.9350 -2.5934 -0.064 -0.174 -0.108
C -1.1638 -3.5611 -2.5701 -0.129 -0.527 -0.373
C -1.2538 5.2433 5.8039 0.237 -0.045 0.028
H 0.7028 2.4469 3.8380 0.175 0.056 0.079
C -1.7633 3.5325 4.1851 0.117 0.071 0.054
N 3.9297 0.4686 3.1265 0.567 -0.661 -0.524
C -2.8754 0.1971 0.6893 -0.002 -0.409 -0.249
C 4.9377 -2.2808 -3.2055 0.077 -1.252 0.105
C -1.9326 0.7805 1.6174 -0.595 0.921 0.601
H 1.8849 1.5974 -0.0252 -0.004 -0.077 0.111
C -4.7263 -1.0016 -0.8511 0.191 -0.155 -0.015
H 0.1947 3.9119 5.0339 0.119 -0.008 0.018
H -3.2582 2.2733 2.3225 -0.149 0.004 -0.068
N -2.5210 -0.9324 0.0274 -0.039 0.527 0.249
O 4.8505 -3.5770 -2.9140 1.629 1.338 -1.367
Er 0.0497 -1.3247 -0.0638 -0.636 0.756 0.006
C 4.1846 -0.5051 2.2017 -0.171 0.223 0.197
C 1.7589 2.3241 -3.3289 -0.079 0.053 0.084
C -3.3793 5.0626 5.1064 -0.118 0.025 -0.008
S -1.9829 -1.8791 -4.3392 0.104 0.009 0.212
N 2.0132 -0.7133 -1.5977 -0.198 0.356 0.067
H -0.3598 -4.7963 -1.0103 -0.054 0.006 -0.069
C -1.1997 -1.3472 -2.8550 -0.017 0.392 -0.055
H -3.8781 3.5603 3.7091 -0.116 -0.059 -0.078
C -1.9231 -5.8977 -3.8303 0.041 -0.001 0.082
N -0.6634 0.1244 1.7343 -0.059 -0.384 -0.159
C 2.7573 -1.7687 -1.8675 -0.015 0.188 -0.027
H -2.6772 -4.6641 -5.4149 -0.103 -0.010 -0.195
H -0.0762 -1.4701 3.0457 -0.325 0.069 -0.401
H -1.0669 -6.8877 -2.1308 0.008 -0.096 0.019
C -0.8433 4.1985 5.0067 -0.029 0.056 0.037
N 1.9409 -0.5423 1.4123 -0.480 0.869 0.798
C 2.0164 1.6354 -2.1566 -0.202 0.257 0.042
C -4.1648 0.7430 0.4611 0.398 -0.011 0.188
C 1.6537 0.4208 2.3610 0.273 -0.578 -0.726
H 0.7165 3.7675 0.0934 -0.056 0.084 0.171
S -0.9590 0.2817 -2.4691 -0.008 0.030 0.113
O 5.8313 -1.8190 -3.8693 0.237 0.256 -0.171
H -4.3990 5.4200 5.1633 -0.140 0.043 0.003
H 3.4279 -1.7720 0.6579 0.008 0.060 0.067
H 5.1907 -0.8873 2.1542 0.127 -0.034 0.000
N 2.5849 0.3394 -2.2225 0.166 -0.824 0.309
H 2.5154 1.6563 3.9396 -0.084 0.022 0.028
C 3.7113 -0.0544 -2.8510 -0.042 -0.397 -0.185
C 2.3741 -3.0784 -1.2480 -0.054 0.040 0.068
O 3.0380 -4.0793 -1.5512 -1.435 -0.489 1.062
H 2.0035 1.8858 -4.2819 0.021 -0.063 -0.100
C -1.8043 -3.5276 -3.8193 0.024 -0.032 0.060
C -3.0787 4.0091 4.2736 0.031 -0.056 -0.031
H -1.7756 -1.5605 2.4923 0.617 0.090 -0.220
N -2.4987 5.6957 5.8734 -0.219 0.307 0.208
C -0.8915 -4.7773 -1.9552 0.071 -0.008 0.154
C -1.3767 2.4404 3.3220 0.608 0.050 0.347